<one>
ORCA calculation (ωB97M-V with the def2-TZVPD basis set) on an isolated molecule of C2H4N2OS.

```
! RIJCOSX wB97M-V def2-TZVPD def2/J DEFGRID3
* xyz 0 1
S 1.080 -1.034 0.073
O 3.556 0.022 -0.341
N -0.422 -0.266 0.523
N -2.628 0.162 -0.389
C 2.372 0.352 -0.113
C -1.466 -0.446 -0.383
H -0.493 0.476 1.509
H -2.595 0.830 0.467
H -1.343 -1.446 -1.257
H 1.940 1.350 -0.090
*
```

Output
Orbital gap, eV: 9.21

---

<two>
ORCA calculation (ωB97M-V with the def2-TZVPD basis set) on a cluster of 2 separate species, C2H4N2OS in total.

```
! RIJCOSX wB97M-V def2-TZVPD def2/J DEFGRID3
* xyz 0 1
S -0.069 1.627 -0.608
O -1.210 -2.015 1.841
N 0.828 -0.831 2.128
N 0.820 -0.519 -1.563
C -0.045 -0.128 -0.550
C -0.259 -1.304 1.953
H 0.986 -1.531 -1.826
H -1.032 1.889 0.216
H 1.341 -0.090 2.492
H 1.449 0.072 -2.124
*
```

Output
Orbital gap, eV: 9.68

---

Least stable structure: <one>

---

<one>
ORCA calculation (ωB97M-V with the def2-TZVPD basis set) on a cluster of 2 separate species, C2H4N2OS in total.

```
! RIJCOSX wB97M-V def2-TZVPD def2/J DEFGRID3
* xyz 0 1
S 2.386 -0.244 -1.534
O 2.224 0.767 0.949
N -0.908 0.421 1.018
N -1.014 -0.427 -0.955
C 2.239 0.350 -0.108
C -1.158 0.644 -0.200
H -1.077 0.929 1.867
H -0.993 -0.466 -1.943
H -0.732 -0.653 1.329
H -0.967 -1.322 -0.423
*
```

Output
Orbital gap, eV: 8.89

---

<two>
ORCA calculation (ωB97M-V with the def2-TZVPD basis set) on a structure of composition C2H4N2OS.

```
! RIJCOSX wB97M-V def2-TZVPD def2/J DEFGRID3
* xyz 0 1
S -1.518 0.735 -0.544
O 0.817 0.066 -0.717
N -0.770 0.088 0.862
N 1.254 0.561 1.607
C 0.525 0.194 0.640
C -0.336 -0.443 -1.365
H -0.698 -1.473 -0.914
H -1.201 0.482 1.750
H 2.080 0.054 1.174
H -0.153 -0.264 -2.493
*
```

Output
Orbital gap, eV: 9.42

---

<three>
ORCA calculation (ωB97M-V with the def2-TZVPD basis set) on an isolated molecule of C2H4N2OS.

```
! RIJCOSX wB97M-V def2-TZVPD def2/J DEFGRID3
* xyz 0 1
S -0.676 0.463 -0.357
O -0.742 0.311 2.227
N 1.031 -0.769 1.292
N 0.540 -0.244 -1.349
C -0.103 -0.037 1.273
C 0.443 -0.077 -2.607
H 1.375 -1.074 2.182
H 1.194 -0.523 -3.201
H -0.345 0.499 -3.095
H 1.502 -1.014 0.421
*
```

Output
Orbital gap, eV: 10.12

---

<four>
ORCA calculation (ωB97M-V with the def2-TZVPD basis set) on a cluster of 2 separate species, C2H4N2OS in total.

```
! RIJCOSX wB97M-V def2-TZVPD def2/J DEFGRID3
* xyz 0 1
S 1.692 0.283 0.909
O -0.163 -0.666 -0.829
N -1.388 -0.386 1.507
N 0.767 1.276 -1.290
C -2.211 -1.162 1.375
C 0.651 0.223 -0.602
H 1.637 1.813 -1.189
H -3.090 -1.696 1.205
H 2.027 -1.075 1.005
H 0.077 1.392 -2.089
*
```

Output
Orbital gap, eV: 10.10

---

Least stable structure: <two>

---

<one>
ORCA calculation (ωB97M-V with the def2-TZVPD basis set) on an isolated molecule of C2H4N2OS.

```
! RIJCOSX wB97M-V def2-TZVPD def2/J DEFGRID3
* xyz 0 1
S 1.668 -0.491 0.000
O -1.981 0.553 0.014
N -1.028 -1.531 0.051
N 0.257 1.783 -0.056
C 0.365 0.447 -0.016
C -1.006 -0.225 -0.045
H -0.647 2.060 0.177
H -0.136 -2.017 0.037
H -1.932 -1.988 -0.166
H 1.109 2.287 0.242
*
```

Output
Orbital gap, eV: 8.72

---

<two>
ORCA calculation (ωB97M-V with the def2-TZVPD basis set) on an isolated molecule of C2H4N2OS.

```
! RIJCOSX wB97M-V def2-TZVPD def2/J DEFGRID3
* xyz 0 1
S -0.215 -0.986 -1.422
O 0.259 2.315 0.419
N -0.351 0.730 -1.277
N 0.166 0.066 0.859
C -0.168 -1.168 0.456
C 0.109 1.211 0.056
H -1.227 -1.480 0.732
H 0.608 -1.846 0.654
H 0.703 0.111 1.650
H 0.116 1.046 -2.127
*
```

Output
Orbital gap, eV: 8.98

---

<three>
ORCA calculation (ωB97M-V with the def2-TZVPD basis set) on a cluster of 2 separate species, C2H4N2OS in total.

```
! RIJCOSX wB97M-V def2-TZVPD def2/J DEFGRID3
* xyz 0 1
S -1.233 -0.814 0.726
O 0.727 -0.722 -0.837
N -0.601 -0.558 -0.817
N -0.749 1.326 -1.195
C 0.398 -0.543 1.388
C 1.294 -0.634 0.415
H 2.308 -0.468 0.422
H -1.444 1.687 -0.536
H -1.278 1.178 -2.062
H 0.578 -0.451 2.497
*
```

Output
Orbital gap (spin up / spin down), eV: 8.53 / 8.53

---

<four>
ORCA calculation (ωB97M-V with the def2-TZVPD basis set) on an isolated molecule of C2H4N2OS.

```
! RIJCOSX wB97M-V def2-TZVPD def2/J DEFGRID3
* xyz 0 1
S -2.864 -0.615 -0.055
O 2.272 -1.246 -0.028
N -1.490 0.400 -0.048
N 0.812 0.483 -0.002
C 2.071 -0.053 -0.073
C -0.383 -0.246 0.029
H -0.248 -1.323 0.170
H -3.742 0.400 0.127
H 0.705 1.485 0.007
H 2.868 0.715 -0.126
*
```

Output
Orbital gap, eV: 9.47

---

Least stable structure: <three>